ORCA calculation (the ωB97M-V functional and the def2-TZVPD basis) on a structure of composition C66H49AsInOP2S.

## Properties
Max |F| ... 1.276 eV Å⁻¹
Energy relative to the best compared isomer or geometry (same formula, charge and spin) ... 0.0 kcal per mole
Net charge ... +3
HOMO-LUMO gap ... 3.932 eV

Each line ends with the Löwdin charge.
Geometry (Å):
1 H -5.690 4.076 -4.192  0.12
2 C 5.215 -4.097 2.771  -0.07
3 C -2.866 -0.002 2.312  -0.40
4 In 1.930 1.169 -1.613  1.02
5 H 3.400 0.551 -5.699  0.12
6 H 0.250 0.175 4.114  0.11
7 H -3.570 1.818 -1.233  0.08
8 H 3.207 -3.530 2.244  0.09
9 H -3.317 -2.779 -4.925  0.14
10 C 0.534 4.390 0.899  -0.10
11 C 4.267 -3.353 2.088  -0.13
12 H -1.038 7.225 -0.071  0.12
13 C 1.962 0.827 5.217  -0.04
14 C 0.039 0.734 -3.805  -0.36
15 C -2.539 -1.186 -3.703  -0.04
16 C 1.858 -0.561 -4.703  -0.06
17 C 1.739 -4.695 -2.028  -0.07
18 H 3.443 -3.045 -4.448  0.11
19 H -2.499 -0.494 -4.538  0.12
20 P -0.380 2.052 2.176  1.17
21 C -1.833 -2.419 0.969  -0.08
22 C 1.975 -3.845 -0.955  -0.10
23 C -3.257 -4.832 -2.820  -0.08
24 C -1.659 2.841 4.485  -0.02
25 H 6.332 -1.323 0.321  0.09
26 C -2.679 0.968 3.337  -0.18
27 C -2.525 -3.974 -0.689  -0.10
28 C 5.735 1.075 -2.203  -0.06
29 C 0.362 5.671 0.398  -0.04
30 C -0.907 6.229 0.328  -0.03
31 C 1.956 3.051 3.531  -0.06
32 H 6.395 1.927 -2.115  0.12
33 C -2.568 2.778 5.540  0.04
34 C -3.841 -0.994 2.488  -0.03
35 S -2.033 0.278 0.787  1.15
36 H -5.560 3.134 -1.912  0.11
37 H 0.176 -1.408 -3.670  0.12
38 H 3.680 1.731 6.131  0.12
39 H -3.845 3.720 -5.788  0.12
40 C 6.565 -3.844 2.571  -0.06
41 C 5.533 0.475 -3.441  -0.05
42 C -1.841 4.233 1.291  -0.08
43 C 1.862 1.834 -4.939  -0.06
44 H -3.996 -1.723 1.705  0.12
45 C 4.104 -1.184 -2.440  -0.24
46 H -2.512 3.501 6.342  0.14
47 H -5.158 -0.760 6.544  0.14
48 C 2.758 -2.716 -1.139  -0.33
49 C -2.150 -1.581 -1.327  -0.10
50 C 6.963 -2.852 1.687  -0.06
51 H -4.135 1.157 7.500  0.14
52 H 1.935 3.948 2.931  0.09
53 C 5.106 0.561 -1.077  -0.17
54 H 3.668 3.694 4.629  0.12
55 H -2.632 -5.396 -3.515  0.14
56 C 4.725 -0.645 -3.565  -0.04
57 H 0.186 2.867 -4.079  0.12
58 C -2.096 -0.728 -2.464  -0.21
59 C 0.991 2.057 3.374  -0.34
60 C -3.535 0.879 4.447  -0.08
61 C 2.930 1.814 5.357  -0.03
62 H -2.251 -6.024 -1.263  0.14
63 C -4.518 -0.112 4.607  -0.10
64 C -2.942 -3.371 -2.889  -0.12
65 C 6.017 -2.102 1.002  -0.10
66 H -2.017 -4.524 1.333  0.13
67 C 3.022 -3.252 -3.472  -0.04
68 C -2.009 5.498 0.755  -0.04
69 H 1.956 -0.030 5.875  0.12
70 C -5.235 0.117 5.897  -0.07
71 H -3.001 5.919 0.678  0.12
72 H 2.313 2.738 -5.324  0.13
73 H 2.085 -5.062 -4.112  0.12
74 H -5.277 2.181 6.661  0.14
75 H 5.274 1.007 -0.101  0.12
76 H -4.288 -5.028 -3.119  0.14
77 C -4.820 3.510 -3.890  -0.04
78 C -2.523 -2.914 -1.621  -0.07
79 C 0.656 1.905 -4.254  -0.15
80 C 3.273 -2.396 -2.403  -0.21
81 C -3.642 2.236 -2.231  -0.08
82 H 1.164 -5.601 -1.887  0.11
83 H -1.893 2.357 -5.145  0.11
84 H 8.015 -2.652 1.534  0.11
85 C 1.008 0.942 4.224  -0.09
86 C -2.608 2.019 -3.144  -0.28
87 H 1.533 3.971 0.930  0.10
88 C -1.706 1.969 3.393  -0.33
89 C -1.939 -1.334 0.090  -0.37
90 C 4.303 -0.570 -1.192  -0.50
91 As 3.270 -1.411 0.210  1.29
92 H -6.303 0.273 5.731  0.14
93 C 2.262 -4.395 -3.279  -0.05
94 C -3.505 1.761 5.539  -0.10
95 P -1.314 0.897 -2.607  0.78
96 O -0.582 1.274 -1.345  -0.56
97 C -4.747 2.978 -2.607  -0.05
98 H -5.396 -1.851 3.683  0.13
99 C -4.653 -1.069 3.617  0.03
100 C 0.651 -0.498 -4.019  -0.08
101 H 7.307 -4.417 3.110  0.11
102 H 4.904 -4.868 3.461  0.11
103 H 4.606 -1.115 -4.532  0.12
104 C -0.561 3.684 1.404  -0.34
105 H -2.704 3.682 1.641  0.11
106 C -2.989 -2.484 -3.938  0.03
107 C -3.788 3.303 -4.793  -0.04
108 C -2.994 -5.228 -1.351  -0.07
109 H 1.222 6.235 0.063  0.12
110 H 1.577 -4.081 0.026  0.10
111 H 6.030 0.873 -4.315  0.12
112 H -3.901 -5.602 -0.870  0.14
113 C -2.685 2.543 -4.431  -0.07
114 H -1.568 -2.224 2.000  0.12
115 C 2.466 0.601 -5.157  -0.05
116 H -0.910 3.624 4.491  0.13
117 C -2.097 -3.732 0.602  0.02
118 H 2.306 -1.526 -4.898  0.09
119 C 2.923 2.918 4.517  -0.04
120 C 4.668 -2.379 1.178  -0.39
121 C -4.565 1.365 6.519  -0.07


ORCA calculation (the ωB97M-V functional and the def2-TZVPD basis) on a structure of composition C19H43OP3S2Ti.

## Properties
Max |F| ... 3.159 eV Å⁻¹
Energy relative to the best compared isomer or geometry (same formula, charge and spin) ... 5.3 kcal per mole
Net charge ... +4
HOMO-LUMO gap (alpha / beta) ... 2.069 / 2.273 eV

Each line ends with the Löwdin charge.
Geometry (Å):
1 H 3.640 1.301 -1.085  0.05
2 H -1.114 -5.623 -8.803  0.15
3 P 1.858 0.910 0.563  0.78
4 H 0.061 -0.944 4.015  0.07
5 H 0.904 2.949 1.484  0.05
6 H -2.941 3.148 1.548  0.09
7 C -1.027 -4.905 -7.964  0.03
8 P 0.602 1.084 -2.429  0.75
9 H 1.292 -2.504 0.464  0.10
10 H 1.665 -0.892 -3.419  -0.01
11 H 1.977 -0.734 2.347  0.05
12 C -1.563 -2.750 2.878  -0.17
13 C 3.514 0.704 -0.175  -0.20
14 H 3.235 0.534 2.489  0.09
15 P -1.911 1.776 -0.164  0.79
16 C 1.787 2.709 0.879  -0.20
17 H -0.470 1.230 -4.589  0.07
18 Ti -0.183 -0.125 -0.396  0.63
19 H 2.074 0.628 -4.274  0.09
20 C -1.938 -3.858 -7.789  0.00
21 H -0.916 -1.647 -3.625  -0.10
22 C 1.306 2.774 -2.539  -0.20
23 H 0.801 -5.760 -7.209  0.14
24 C -0.840 1.209 -3.555  -0.26
25 H -1.475 -0.405 4.824  0.11
26 H -3.341 0.693 -1.826  0.05
27 O -0.882 -0.707 1.307  -0.70
28 S -1.839 -0.994 2.561  1.06
29 H 3.689 -0.353 -0.412  0.07
30 H -3.734 0.170 -0.169  0.06
31 H -2.762 -3.766 -8.485  0.14
32 C -1.819 3.458 -0.876  -0.21
33 C 0.233 -4.019 -6.057  -0.05
34 H -1.400 2.445 2.122  0.05
35 H 1.103 -4.032 -5.384  0.12
36 S -0.281 -1.589 -4.882  0.91
37 C 1.028 -2.130 -0.541  -0.08
38 H -1.056 -2.836 -0.487  0.09
39 C -0.676 -2.944 -5.916  -0.57
40 C 1.929 0.165 -3.285  -0.25
41 H 2.698 2.977 1.432  0.09
42 H -0.689 -2.885 3.532  0.09
43 H -1.909 3.452 -1.967  0.05
44 C -0.294 -2.283 -1.060  -0.12
45 H -1.408 -3.246 1.914  0.07
46 H -1.397 2.130 -3.350  0.05
47 H -4.274 1.784 -0.746  0.09
48 H 1.543 0.877 2.977  0.05
49 H -0.600 0.696 3.701  0.06
50 H -2.477 -3.109 3.380  0.10
51 H -2.453 -2.055 -6.668  0.12
52 H 2.281 2.846 -2.042  0.05
53 C -1.782 -2.902 -6.785  -0.04
54 H -2.640 4.050 -0.443  0.09
55 C -2.325 2.232 1.565  -0.22
56 H 4.241 1.028 0.583  0.09
57 H 0.623 3.521 -2.116  0.04
58 H -0.461 -2.285 -2.139  0.02
59 H 1.737 3.289 -0.049  0.03
60 C -3.467 1.037 -0.790  -0.20
61 H 1.883 -2.065 -1.227  0.09
62 H 2.865 0.219 -2.720  0.04
63 H -0.862 3.916 -0.588  0.05
64 C -0.855 -0.346 3.919  -0.19
65 C 2.179 0.338 2.262  -0.21
66 C 0.054 -4.972 -7.073  0.00
67 H -2.872 1.433 2.077  0.03
68 H -1.537 0.361 -3.461  0.01
69 H 1.453 2.994 -3.606  0.09


ORCA calculation (the ωB97M-V functional and the def2-TZVPD basis) on a cluster of 15 separate species, C5H35O16 in total.

## Properties
Max |F| ... 3.910 eV Å⁻¹
Energy relative to the best compared isomer or geometry (same formula, charge and spin) ... 0.0 kcal per mole
Net charge ... -1
HOMO-LUMO gap ... 10.011 eV

Each line ends with the Löwdin charge.
Geometry (Å):
1 H 2.275 -3.154 -0.727  0.04
2 H -0.978 -4.820 -0.904  0.08
3 O -2.923 -2.758 -1.194  -0.08
4 H 1.115 -1.858 2.121  0.01
5 H 2.443 2.266 2.478  -0.03
6 H 2.570 -1.487 -2.232  0.03
7 H -1.234 3.723 -0.351  -0.03
8 O 0.851 -0.220 2.107  -0.08
9 O 1.480 -0.680 -3.204  -0.08
10 H -3.214 -1.012 0.372  0.11
11 C -1.888 0.282 -0.720  -0.17
12 H 1.571 -3.457 0.609  -0.03
13 H 1.949 -0.126 0.706  0.04
14 C -2.407 -0.269 0.600  -0.20
15 H -2.101 -3.255 -1.146  -0.03
16 O 0.520 3.517 -0.498  -0.06
17 C -2.684 0.838 -1.632  -0.01
18 C -0.358 0.109 1.961  -0.59
19 H -2.682 -1.997 -1.723  -0.01
20 H -2.456 2.904 -0.330  -0.01
21 H 3.121 -1.213 -0.826  -0.05
22 O 1.850 1.615 -1.835  -0.05
23 H 1.270 2.228 -1.418  -0.03
24 H -3.752 0.950 -1.461  0.08
25 H 0.294 -3.970 -0.962  -0.01
26 O 0.884 3.226 2.059  -0.06
27 H -0.833 0.164 -0.831  0.10
28 H 3.137 0.746 0.947  0.06
29 O 2.748 0.181 0.234  -0.08
30 H 2.220 1.152 -1.082  -0.01
31 C -1.319 -0.916 1.448  -0.10
32 H 2.170 -2.881 2.622  0.06
33 H -1.623 2.854 2.600  -0.05
34 H -0.677 -2.619 -2.309  0.01
35 O -0.773 1.226 2.318  0.00
36 O -1.676 3.757 2.524  -0.06
37 O -2.132 3.744 -0.112  -0.01
38 H 0.393 2.403 2.200  0.01
39 H 1.003 4.309 -0.656  0.06
40 H -2.942 0.562 1.170  0.13
41 H -1.086 -2.150 -3.688  0.08
42 O -0.926 -1.828 -2.802  -0.04
43 H 0.593 -0.992 -3.056  -0.02
44 O 1.695 -3.840 -0.259  -0.09
45 H 0.665 3.327 0.476  0.03
46 O -0.577 -4.091 -1.389  -0.08
47 H -1.975 3.838 1.585  0.01
48 H -1.772 -1.451 2.234  0.11
49 O 2.880 1.463 2.587  -0.07
50 H 1.528 0.222 -2.802  0.02
51 O 1.327 -2.834 2.169  -0.07
52 H -0.733 -1.720 0.877  0.14
53 H 2.143 0.785 2.676  0.04
54 O 3.088 -1.877 -1.457  -0.06
55 H -2.328 1.239 -2.517  0.04
56 H 0.264 3.847 2.442  0.05


ORCA calculation (the ωB97M-V functional and the def2-TZVPD basis) on the molecule C6H15N.

## Properties
Max |F| ... 1.580 eV Å⁻¹
SMILES ... CN[C@@H](C)C(C)C
Energy relative to the best compared isomer or geometry (same formula, charge and spin) ... 18.3 kcal per mole
Net charge ... 0
HOMO-LUMO gap ... 9.379 eV

Each line ends with the Löwdin charge.
Geometry (Å):
1 H 3.186 -0.392 -0.663  0.08
2 H 0.855 -0.991 -1.359  0.13
3 C 0.943 -1.655 0.649  -0.08
4 H 1.333 -2.599 0.252  0.08
5 H -2.404 1.561 -0.965  0.07
6 H 2.613 0.690 0.547  0.07
7 C -0.263 1.048 1.186  -0.04
8 H -0.019 -1.895 1.102  0.06
9 C 2.306 0.196 -0.376  -0.09
10 H -2.854 0.209 -2.002  0.06
11 C -2.577 0.483 -0.986  -0.13
12 H -3.460 0.319 -0.357  0.07
13 H -1.145 1.685 1.210  0.07
14 H -0.425 0.241 1.887  0.07
15 H -1.743 -1.018 0.133  0.10
16 H 1.567 -1.433 1.505  0.07
17 H -0.175 1.233 -0.980  0.14
18 C -0.204 0.445 -0.229  -0.39
19 H 0.609 1.652 1.404  0.07
20 N -1.436 -0.295 -0.505  -0.10
21 H 2.314 1.042 -1.077  0.08
22 C 0.978 -0.527 -0.378  -0.40